# 1
Computed, not measured: an isolated ion of composition C11H22N3O and charge +1, with ωB97M-V/def2-TZVPD.

XYZ file:
```
37
Properties=species:S:1:pos:R:3:nbo_charge:R:1
O -2.81794 -0.43502 2.14242 -0.569
N -1.22234 1.11050 2.70452 -0.832
N 0.42378 -0.38307 0.85276 -0.512
N -1.02576 1.16526 -0.20826 -0.414
C -0.46405 0.85862 -1.50863 -0.110
C 0.51988 -1.54942 1.76261 -0.448
C -2.26653 1.86334 -0.35016 -0.459
C 1.34268 -0.35115 -0.34867 0.112
C -1.76548 0.15469 1.93857 0.634
C 1.76999 -1.77017 -0.72411 -0.617
C -1.86770 -1.25748 -0.07276 -0.691
C 0.75712 0.30375 -1.55744 0.092
C -1.12395 -0.14309 0.56950 0.282
C 2.49369 0.58199 0.18735 -0.573
C 1.60816 0.25742 -2.83863 -0.644
H -2.05953 -0.93063 -1.07393 0.225
H 2.48976 0.89252 -2.71370 0.243
H 0.05204 -1.34003 2.75785 0.237
H 2.89899 0.20717 1.06429 0.224
H -2.10545 2.87574 -0.90042 0.251
H -0.21089 1.39571 2.65755 0.427
H -1.05914 1.37866 -2.28704 0.241
H 1.56928 -1.71917 2.17982 0.231
H -2.79899 -1.26796 0.44606 0.291
H 1.12215 0.67172 -3.69543 0.242
H 2.37981 -2.08319 0.09292 0.230
H -3.00643 1.32813 -0.92462 0.245
H 3.17850 0.75583 -0.58859 0.213
H -2.84923 2.13369 0.66057 0.269
H -0.32466 1.71210 0.28401 0.450
H 2.35971 -1.73705 -1.64262 0.228
H -1.70630 1.30809 3.57914 0.430
H 1.95325 -0.80297 -3.03369 0.237
H 0.19814 -2.34068 1.10647 0.197
H -1.27138 -2.13334 -0.06129 0.236
H 1.99496 1.54050 0.36945 0.189
H 0.83386 -2.25101 -0.82587 0.210
```

Energy relative to the best compared isomer or geometry (same formula, charge and spin) (eV): 0.838
Orbital gap (eV): 9.8763
Energy (hartree): -671.52958
Highest occupied orbital energy (eV): -12.62
Charge: +1

# 2
Computed, not measured: a 9-piece molecular cluster, C21H61N4O11 overall, with ωB97M-V/def2-TZVPD.

XYZ file:
```
97
Properties=species:S:1:pos:R:3:mulliken_charge:R:1
O -0.21154 0.78271 0.33101 -0.347
O -5.05354 0.70971 4.05501 -0.287
O -0.11954 -3.30329 -2.22899 -0.504
O 4.14246 -0.22129 2.87001 -0.312
O -0.00754 -1.30729 -0.36399 -0.760
O 0.98746 0.23171 -1.46299 -0.173
O -1.51454 0.93871 -5.10799 -0.419
O 0.17746 3.26671 -0.68999 -0.360
O 3.10246 3.36171 -4.47899 -0.599
O 0.74846 -4.27129 2.97301 -0.410
O 4.53946 -1.94129 0.49501 -0.522
N 1.91846 2.34271 1.64701 -0.732
N -1.57054 -1.81729 1.68201 -0.742
N 1.67946 1.53871 -6.75899 -0.731
N -3.26854 1.17371 1.00401 -0.786
C 1.50246 -5.37929 2.37401 -0.680
C 4.35246 2.27571 1.62801 -1.761
C -3.54954 1.43471 2.32601 1.643
C -1.99954 0.86071 -3.68699 -0.394
C -1.77954 -2.57529 3.81901 -1.761
C -4.82254 0.73171 2.72601 -0.843
C -0.81454 4.16771 -0.01699 -0.588
C 2.98346 0.58371 2.84301 -0.167
C 3.02546 1.46371 1.56101 1.114
C -0.97254 -4.32529 -1.95399 -1.069
C 4.16046 -1.08829 3.98801 -1.202
C -6.31354 0.26071 4.39001 -1.037
C -0.14654 0.75171 -5.29299 -0.255
C 0.20246 -0.14229 -0.39699 0.150
C 3.29446 -2.29829 -0.06299 -0.454
C -0.32454 -3.86429 2.16401 -0.395
C -0.40854 0.94571 -7.87899 -1.558
C -3.60454 2.78071 2.84701 -1.376
C 0.26146 1.44871 -6.63299 0.737
C 2.48446 2.74671 -3.38099 -0.561
C -0.83154 -2.47529 2.69101 1.624
H 3.03846 0.91171 0.60801 -0.116
H -1.89754 -4.13629 -2.22699 0.450
H 3.04946 1.18971 3.76101 0.431
H 1.48746 3.12871 -3.33099 0.189
H -0.05454 -1.80929 2.94901 -0.412
H -2.08254 -1.77529 4.36901 0.536
H 1.05646 1.93871 1.60601 0.060
H -1.56454 -0.79529 2.03101 -0.193
H 3.96846 3.51771 -4.38799 0.276
H 1.71646 2.01771 -7.42699 0.244
H -6.19854 0.22471 5.46101 0.266
H 0.22246 1.38571 -4.61399 0.137
H -0.95454 4.94271 -0.70299 0.382
H -5.78154 1.01871 2.03801 0.239
H -0.23254 2.52271 -6.33699 0.126
H 4.28446 -1.37429 1.04901 0.289
H -6.94854 0.82071 4.09301 0.550
H -3.02454 0.20271 1.02501 0.417
H 4.74646 2.75371 2.52101 0.348
H -1.29854 -3.15629 4.61601 0.477
H 1.97446 2.75671 0.66801 0.383
H -2.70954 3.39971 2.50201 0.222
H 2.69946 -1.50629 -0.62399 0.316
H -1.08154 -1.51729 0.66801 0.346
H -0.04954 1.48471 -8.71799 0.470
H 4.31246 -0.73729 4.89901 0.586
H -1.16454 -4.59129 2.44201 0.265
H -0.68054 -5.11929 -2.51099 0.418
H -2.61854 -3.52729 3.63101 0.195
H 2.53846 -2.16829 0.67301 0.132
H -0.11354 -2.73029 -1.47899 0.485
H 2.99746 3.09571 -2.55799 0.456
H -1.92354 1.68371 -2.92099 0.103
H 2.29446 -4.96829 1.48001 0.150
H 0.83346 -6.24029 2.40001 0.367
H 2.03346 2.09171 -5.85199 0.164
H 2.51146 1.63771 -3.58099 0.232
H 0.02846 -0.38129 -5.19699 0.173
H 2.27146 -5.84729 3.09201 0.262
H 0.03846 2.44371 -0.33899 0.313
H -1.56654 -0.13029 -3.42299 0.223
H 0.98546 -0.41429 -2.11699 0.232
H 1.90946 0.16671 2.71001 -0.259
H 5.01146 -1.82829 3.98301 0.301
H 4.33146 3.05171 0.97301 0.512
H -2.40854 1.67371 0.80201 -0.196
H -1.14554 -4.58629 -1.00099 0.338
H -0.30054 -0.06629 -8.02899 0.356
H -0.49954 4.69371 1.04301 0.179
H -2.64154 1.10371 3.00701 -0.169
H -6.47254 -0.81929 4.01301 0.294
H 0.03346 -3.87929 1.09401 0.140
H 3.12446 -3.36729 -0.68099 0.308
H -4.81254 -0.40529 2.59501 0.303
H 3.34946 -1.69729 4.06201 0.403
H -3.18254 0.91571 -3.63499 0.256
H -1.41754 1.18571 -7.73299 0.348
H 5.24246 1.71471 1.49701 0.436
H -3.40554 3.05171 3.99501 0.294
H -1.69454 3.54471 0.32701 0.116
H -4.41454 3.51471 2.72401 0.367
```

Energy relative to the best compared isomer or geometry (same formula, charge and spin) (eV): 1.442
Orbital gap (eV): 8.1872
Energy (hartree): -1882.85130
Highest occupied orbital energy (eV): -5.56
Charge: -1

# 3
Computed, not measured: a 2-piece molecular cluster, C6H11Br overall, with ωB97M-V/def2-TZVPD.

XYZ file:
```
18
Properties=species:S:1:pos:R:3:nbo_charge:R:1
Br 0.31439 -2.42349 1.51652 0.032
C 2.08168 1.74392 -1.31439 -0.632
C 0.87394 1.04508 -0.70598 -0.270
C -1.18175 -0.00029 1.70984 -0.684
C -1.64010 -1.43967 -0.35580 -0.679
C 0.80270 -0.24678 -0.46388 -0.159
C -0.71449 -1.02052 0.74261 0.003
H 0.10798 1.63160 -0.26203 0.188
H 2.64121 0.95926 -1.75057 0.211
H -2.08098 -0.35835 2.30428 0.226
H 1.64339 -0.98544 -0.76260 0.198
H -0.45155 0.15039 2.55613 0.232
H -1.35123 0.91861 1.25935 0.223
H 1.97570 2.40633 -2.13267 0.218
H -2.70947 -1.60197 -0.11068 0.209
H -1.32611 -2.38503 -0.68317 0.230
H 2.61946 2.23692 -0.45482 0.218
H -1.60477 -0.63056 -1.09213 0.235
```

Energy relative to the best compared isomer or geometry (same formula, charge and spin) (eV): 2.406
Orbital gap (eV): 9.8585
Energy (hartree): -2809.11290
Highest occupied orbital energy (eV): -8.96
Charge: 0

# 4
Computed, not measured: a single C3H5ClN2 molecule, with ωB97M-V/def2-TZVPD.

XYZ file:
```
11
Properties=species:S:1:pos:R:3:nbo_charge:R:1
Cl 2.70558 -2.27989 -0.18490 0.016
N -1.47047 0.73202 0.29700 -0.213
N -1.66686 1.27376 -0.99547 -0.649
C 1.57167 -1.19218 0.53963 -0.204
C 0.52437 -0.60988 -0.14206 -0.291
C -0.39836 0.14084 0.72094 -0.024
H -0.84542 1.49540 -1.52687 0.345
H 1.74830 -0.76860 1.55923 0.215
H -2.23125 2.21313 -0.72838 0.380
H 0.49793 -0.79080 -1.23885 0.233
H -0.43550 -0.21379 1.69975 0.193
```

Energy relative to the best compared isomer or geometry (same formula, charge and spin) (eV): 2.185
Orbital gap (eV): 8.9105
Energy (hartree): -686.91565
Highest occupied orbital energy (eV): -8.60
Charge: 0

# 5
Computed, not measured: C6H24AgClN12O6 as an isolated structure, with ωB97M-V/def2-TZVPD.

XYZ file:
```
50
Properties=species:S:1:pos:R:3:nbo_charge:R:1
Ag 1.61008 -2.15703 -0.59140 1.215
Cl -0.51926 -0.75643 0.06163 -0.646
O -4.12057 -1.04546 3.86496 -0.615
O -0.78875 4.85075 0.76050 -0.643
O 2.09078 -0.68311 -2.20033 -0.811
O 2.76290 -0.68669 0.51672 -0.808
O -1.92477 0.35281 -4.51478 -0.038
O 1.49384 -3.02365 1.73675 -0.514
N -2.82179 0.41038 2.83751 -0.843
N -0.74022 2.63399 0.18352 -0.896
N 1.05408 1.15140 -2.66635 -0.800
N -1.04141 -1.35027 -3.54555 -0.705
N -2.32096 -1.71255 -5.20220 -0.712
N 2.86972 0.70407 -3.71338 -0.752
N 1.25158 -3.54824 3.89579 -0.772
N 3.92476 1.19962 0.15125 -0.805
N 0.43739 -1.70837 3.11868 -0.788
N 2.04433 1.39124 1.23689 -0.805
N -1.60205 3.40985 2.07318 -0.796
N -3.04879 -1.57481 2.06747 -0.860
C -1.08094 3.70733 0.98930 0.746
C 2.90013 0.54125 0.67635 0.801
C -1.75386 -0.82942 -4.45718 0.681
C -3.33317 -0.74928 3.05486 0.738
C 1.13275 -2.79874 2.87874 0.765
C 2.02136 0.37655 -2.87351 0.759
H 0.67789 -3.54518 4.72703 0.428
H -2.43150 -1.31915 1.31005 0.375
H 3.47126 -0.01437 -4.09031 0.432
H -1.07754 1.71791 0.44256 0.380
H -1.79335 4.14252 2.74153 0.436
H 1.76011 -4.41628 3.98523 0.429
H -0.59789 -0.83727 -2.79708 0.448
H -0.22770 2.86598 -0.65529 0.401
H -2.53331 -1.39289 -6.13645 0.452
H -2.22929 -2.64741 -4.83108 0.435
H 4.61522 0.70857 -0.39851 0.415
H 2.16807 2.39264 1.19239 0.414
H -2.15085 0.41593 2.08259 0.364
H 0.21993 -1.18019 2.28572 0.412
H 1.09995 1.07117 1.39756 0.406
H -2.05460 2.50691 2.07476 0.371
H 0.77699 1.80385 -3.38581 0.400
H 2.77660 1.55956 -4.24212 0.413
H -3.61547 -2.41085 2.06755 0.416
H 3.77147 2.17342 -0.06858 0.394
H -0.73499 -2.29173 -3.74517 0.422
H 0.14001 -1.41634 4.03868 0.421
H 0.34393 0.97923 -1.96910 0.420
H -2.87187 1.02898 3.63434 0.420
```

Spin multiplicity: 3
Energy relative to the best compared isomer or geometry (same formula, charge and spin) (eV): 3.594
Orbital gap (alpha / beta) (eV): 7.7989 / 2.3472
Energy (hartree): -1958.09334
Highest occupied orbital energy (alpha / beta) (eV): -14.06 / -14.05
Charge: +2

# 6
Computed, not measured: a 9-piece molecular cluster, C38H50F16O23 overall, with ωB97M-V/def2-TZVPD.

XYZ file:
```
127
Properties=species:S:1:pos:R:3:mulliken_charge:R:1
F 3.56720 3.10242 -5.39266 -0.337
F 2.73044 -0.55498 -2.24434 -0.256
F 2.26889 -1.48815 -0.31321 0.334
F 5.03717 -4.32536 -4.37343 -0.284
F 4.88520 -1.62942 -0.75873 -0.310
F 7.23433 -4.26689 -4.16390 -0.312
F 0.61697 4.72091 -4.03187 -0.299
F 6.52295 -3.18588 -6.63262 -0.300
F 1.39296 2.53433 -5.41454 -0.223
F 0.42550 3.71337 -2.10478 -0.185
F 2.47043 6.58405 -2.83793 -0.284
F 7.04502 -1.52329 -5.28526 -0.244
F 4.08552 0.39266 -4.51608 -0.224
F 4.03036 -3.60492 -1.15406 -0.303
F 0.45886 6.55060 -1.98441 -0.262
F 3.15992 0.53122 -6.48787 -0.326
O -2.55270 -0.37702 -4.23289 -0.255
O -2.85224 4.04965 1.18248 -0.341
O -0.51998 1.40471 1.33394 -0.063
O -0.49762 0.32629 -3.88904 -0.355
O -0.15439 2.39080 7.16936 -0.409
O -1.98447 5.50730 -0.28445 -0.554
O -5.69057 -2.66813 -0.56134 -0.316
O -1.83374 1.28660 -5.48682 -0.277
O 4.24417 -3.54811 2.19501 -0.530
O -1.72867 5.79659 1.92680 -0.358
O -0.40966 3.04665 5.08341 0.007
O -3.60827 -2.68775 -1.41487 -0.489
O 2.48204 3.89320 -3.05126 -0.536
O -1.60167 -2.78449 1.46076 -0.119
O -4.36765 -4.40415 -0.20035 -0.317
O 1.09833 2.89700 1.74534 -0.600
O 4.56988 -2.31013 -2.82866 -0.264
O -2.08754 1.94001 6.17506 -0.548
O 1.03021 1.72708 -0.18257 -0.170
O -2.29566 -4.16390 2.98011 -0.420
O 2.53599 -2.28182 2.93326 -0.506
O 4.27730 -1.27887 1.96185 -0.333
O -2.97958 -2.04897 3.10337 -0.565
C -2.29106 0.38372 0.05810 -1.798
C -3.20876 1.22305 -5.76295 -0.552
C -2.28255 5.20289 3.08839 0.185
C -2.19399 5.13950 0.82299 0.666
C 6.12583 -3.49249 -4.26563 0.898
C 2.60862 2.29938 -4.87003 1.041
C -3.67605 -0.06682 -5.04502 0.490
C 1.74928 -0.57930 4.39134 -1.357
C -6.53331 -3.62721 0.04629 -0.562
C 5.90844 -2.76971 -2.94825 -0.970
C 3.72812 -2.50652 2.35599 0.589
C 0.40894 -4.01635 0.80643 -1.489
C 2.21454 2.20483 7.32432 -1.099
C -1.52435 0.44479 -4.47871 0.475
C -2.28868 -2.88328 2.61656 0.565
C 2.16208 -0.91322 2.97285 2.217
C -0.96669 2.34594 6.11107 0.542
C 0.54969 2.12618 1.01601 0.300
C -5.63538 -4.84113 0.32841 0.368
C 0.97395 3.37197 5.37015 -0.399
C -4.91039 0.17286 -4.22120 -1.463
C 1.58203 5.81234 -2.16834 0.233
C 2.98588 0.83504 -5.17734 0.396
C 2.66445 -1.71833 -1.58328 -0.010
C -0.79896 0.38200 0.39088 1.572
C -3.02089 2.67615 3.14982 -0.883
C -1.57116 -5.02412 2.12853 -0.411
C 2.51083 2.49240 -3.36685 0.163
C 1.04689 3.09960 6.88353 0.366
C 6.18634 -2.55118 -5.46592 0.312
C -1.12059 -4.05851 1.01003 0.601
C 4.06742 -2.32370 -1.54549 0.684
C -5.48654 -5.06992 1.84845 -1.384
C 0.05506 0.87853 -0.80495 0.512
C -3.16689 4.06460 2.59013 0.334
C 3.46551 -0.24027 2.48371 -0.436
C -4.49395 -3.19093 -0.80377 0.693
C 1.23117 4.46402 -2.85283 0.971
H -5.95990 -5.73113 -0.20779 0.279
H -2.86484 5.84275 3.75595 0.307
H -5.13602 -6.08652 2.02353 0.339
H 6.55769 -1.90094 -2.81584 0.342
H 1.37874 -0.73036 2.23449 -1.181
H 0.60632 -3.50657 -0.13691 0.142
H 1.54886 0.49631 4.44950 -0.003
H -2.48436 -0.31066 -0.76589 0.302
H -0.71587 -5.40722 2.68967 0.332
H -4.24062 4.27795 2.60722 0.267
H -2.80576 -0.11197 0.88363 0.214
H 1.89957 1.81245 -2.77675 -0.471
H -1.49438 4.84767 3.75618 -0.218
H 2.29863 1.31525 6.70537 0.109
H -3.79452 2.01964 2.74962 0.429
H 2.56412 -0.75343 5.09303 0.480
H -5.69350 0.54893 -4.88701 0.412
H -2.18957 -5.87560 1.85300 0.256
H 0.83155 -3.38289 1.58220 0.215
H 1.60509 2.75321 4.73557 0.083
H 1.11877 4.41677 5.10825 0.362
H -2.01605 2.28348 3.04221 -0.195
H 3.95109 0.18831 3.36475 0.303
H 0.80595 -1.01876 4.71071 0.368
H -2.63343 1.37913 -0.21131 0.480
H -0.46168 -0.53290 0.88337 -0.619
H -5.28757 -0.71269 -3.71476 0.269
H -6.91876 -3.28490 1.00475 0.343
H 3.50057 2.27130 -2.95120 0.253
H -4.73600 0.99321 -3.52114 0.363
H 2.12798 0.22992 -4.86120 0.014
H 1.94530 1.90187 8.33495 0.380
H 2.03115 5.61679 -1.18896 0.185
H -3.41510 1.11052 -6.82657 0.329
H 3.23865 0.55066 1.77226 0.309
H 0.98468 4.03544 7.43902 0.348
H -1.59669 -4.26123 0.05214 0.260
H -7.35126 -3.89987 -0.61980 0.303
H 0.57670 0.01538 -1.21170 -0.093
H -0.56692 1.31947 -1.57968 -0.302
H 5.18869 -2.15832 -5.69311 0.128
H 0.73909 -5.04668 0.69609 0.519
H -4.95434 -4.29766 2.39480 0.257
H -3.34125 2.73699 4.19369 0.455
H 3.14662 2.76563 7.27110 0.376
H 6.22900 -3.45229 -2.15977 0.462
H 1.98138 -2.38143 -2.11345 0.246
H -6.53843 -5.09487 2.15467 0.490
H -3.91001 -0.85498 -5.76366 0.243
H -3.80951 2.05491 -5.39150 0.299
```

Energy relative to the best compared isomer or geometry (same formula, charge and spin) (eV): 1.183
Orbital gap (eV): 10.6899
Energy (hartree): -4806.47478
Highest occupied orbital energy (eV): -10.41
Charge: 0